Formula: C46H47F2GdN6O3S4Si
Source: OMol25
Level of theory: ωB97M-V/def2-TZVPD

Output
HOMO (alpha / beta), eV: -6.02 / -6.74
Gap between HOMO and LUMO (alpha / beta), hartree: 0.2044 / 0.1521
Total energy, eV: -141039.2785
Multiplicity: 8
Lowest unoccupied orbital energy (alpha / beta), Eh: -0.0168 / -0.0955
Energy relative to the best compared isomer or geometry (same formula, charge and spin), kJ/mol: 30.00

```
110
C46H47F2GdN6O3S4Si (ωB97M-V/def2-TZVPD)
Gd 0.16669 -0.24890 0.99846
C -6.43233 -3.83008 0.64910
C -6.37396 -2.89583 -0.55900
C -6.72870 -3.66538 -1.82530
C -6.36126 -2.87135 -3.07371
C -4.87773 -2.64110 -3.06674
C -4.10975 -2.67194 -4.20629
C -2.74362 -2.40437 -4.13063
F -2.02631 -2.42355 -5.26945
C -2.12974 -2.10740 -2.94865
C -2.89556 -2.07708 -1.77535
C -2.27048 -1.69537 -0.51294
O -1.02325 -1.68638 -0.39060
C -3.18721 -1.32589 0.52192
C -4.49258 -1.68318 0.40936
N -5.02714 -2.29048 -0.67368
C -4.26915 -2.35896 -1.82812
C -2.79298 -0.50805 1.76527
O -3.48648 -0.63931 2.75939
O -1.80544 0.27972 1.57918
H -7.40736 -4.31665 0.68674
H -6.28098 -3.29910 1.58705
H -5.66080 -4.59709 0.56461
H -7.09279 -2.08203 -0.42050
H -7.79368 -3.89556 -1.80516
H -6.18358 -4.61311 -1.83387
H -6.88362 -1.90934 -3.06254
H -6.66151 -3.40127 -3.97738
H -4.56091 -2.88373 -5.16750
H -1.07622 -1.86654 -2.90049
H -5.14891 -1.47474 1.24491
S -1.28305 1.11359 -1.41989
C -0.00256 2.04887 -1.90090
N 0.29492 2.27873 -3.19296
C 1.39741 3.15429 -3.55116
C 2.53718 2.91209 -2.59697
N 2.07700 3.13138 -1.23733
C 3.04495 3.70950 -0.30553
C 3.22498 5.19092 -0.53925
C 2.31730 6.08740 0.01968
C 2.46536 7.45048 -0.18222
C 3.52075 7.93037 -0.94655
C 4.42031 7.04375 -1.51809
C 4.27356 5.67880 -1.31198
C 0.87725 2.67991 -0.85397
S 0.29905 2.82125 0.70352
C -0.53921 1.80529 -4.29210
C 0.26386 1.00222 -5.28199
C 0.97107 -0.11609 -4.84826
C 1.70452 -0.87294 -5.74719
C 1.73843 -0.52201 -7.09100
C 1.03748 0.59117 -7.52838
C 0.30585 1.35075 -6.62575
H 1.08213 4.20370 -3.51243
H 1.70802 2.92161 -4.56827
H 3.34595 3.60915 -2.80509
H 2.90804 1.88764 -2.70805
H 3.99471 3.18203 -0.42709
H 2.66477 3.53848 0.69684
H 1.49742 5.70296 0.61494
H 1.75890 8.14071 0.26044
H 3.65046 8.99620 -1.08420
H 5.23706 7.41625 -2.12306
H 4.99457 4.98977 -1.73887
H -1.01171 2.66321 -4.78089
H -1.31759 1.18918 -3.84944
H 0.94890 -0.38723 -3.79688
H 2.24648 -1.74490 -5.40413
H 2.31177 -1.11178 -7.79428
H 1.05946 0.87175 -8.57374
H -0.24106 2.22033 -6.97340
C 2.56615 0.53896 7.78035
Si 1.07141 1.01525 6.71632
C -0.33066 -0.15438 7.14279
C 0.56069 2.77011 7.20451
C 1.75428 1.12899 4.95041
C 2.83103 1.97037 4.73784
C 3.41452 2.11260 3.47663
C 2.85172 1.41833 2.43470
N 1.79077 0.61874 2.57999
C 1.25510 0.43263 3.81620
S -0.02356 -0.70901 3.88308
H 2.28835 0.47545 8.83553
H 3.37090 1.27282 7.69414
H 2.96832 -0.43216 7.48321
H -0.57505 -0.04248 8.20366
H -0.05434 -1.19231 6.95830
H -1.22449 0.05127 6.55495
H 0.27081 2.80624 8.25759
H -0.29021 3.11414 6.61256
H 1.37740 3.48126 7.06087
H 3.24213 2.53104 5.57255
H 4.27303 2.75179 3.32257
H 3.24758 1.47902 1.42651
N 2.05369 -7.69866 1.06058
C 2.41552 -6.79495 1.98560
S 3.29505 -7.26950 3.29933
C 2.00240 -5.38697 1.74856
C 2.17981 -4.41677 2.73068
C 1.76623 -3.11807 2.49626
N 1.19675 -2.72438 1.35320
C 1.05339 -3.64405 0.39953
C 1.42951 -4.96641 0.54905
H 2.30888 -8.65727 1.21860
H 1.48612 -7.47058 0.26347
H 2.62775 -4.69099 3.67342
H 1.87880 -2.36273 3.26074
H 0.61500 -3.30061 -0.52826
H 1.27914 -5.64255 -0.28201
F 1.60876 0.03106 -0.45625
```

Formula: H37O19
Source: OMol25
Level of theory: ωB97M-V/def2-TZVPD

Output
HOMO (alpha / beta), eV: -10.77 / -10.77
Gap between HOMO and LUMO (alpha / beta), hartree: 0.3689 / 0.1697
Total energy, eV: -39496.2343
Multiplicity: 2
Lowest unoccupied orbital energy (alpha / beta), Eh: -0.0269 / -0.2260
Energy relative to the best compared isomer or geometry (same formula, charge and spin), kJ/mol: 306.03

```
56
H37O19 (ωB97M-V/def2-TZVPD)
O 1.53167 2.37698 -3.61171
H -2.23564 -2.97150 -1.58187
H -0.18861 0.75886 4.62972
O 1.42138 -1.76378 -3.02628
H -2.62423 2.94641 -2.07163
H 1.79752 -1.21751 -2.34134
O -1.12149 0.89997 4.32293
H -0.75634 -3.19719 0.74561
H -0.16584 2.51348 1.08918
O -2.18187 0.64607 -3.69418
H -2.36216 -0.23051 -3.96451
H -1.66143 0.45828 -2.92729
O 0.04846 2.13981 -1.46763
H 0.41055 2.19936 -0.56532
H -1.17896 1.47697 -0.65694
O -0.36028 -0.21239 -1.78921
H 1.94164 -3.63101 -0.16657
H -0.17297 1.00727 -1.68248
O 0.63322 2.39036 1.55118
H -2.62151 1.81449 -0.16918
H 1.04350 1.55511 1.58006
O -1.87048 1.21306 0.05833
H 1.66320 4.61672 1.11014
O 2.30168 0.33504 -1.58230
H 1.26724 -4.58770 0.61316
H 1.36450 0.66770 -1.38002
O -1.30826 -4.05174 0.85371
H -1.76109 3.52307 -0.82906
H -1.15944 -4.60562 0.12143
O -1.18608 -1.15455 0.76317
H -2.00173 -1.22229 1.31204
H 1.39732 -2.85580 1.84733
O -2.58261 3.43088 -1.26323
H 0.03623 -0.54020 -0.90687
H -3.23546 0.22877 3.68139
O 1.58044 -4.46411 -0.29050
H -3.03537 1.16247 2.51436
H -1.10127 -0.35001 0.20759
O 2.35140 4.08519 1.45630
H -0.88990 1.29578 3.50356
H 3.83589 -0.02041 0.29658
O 0.68096 -0.34244 2.56180
H 2.34019 0.91637 -2.37860
H 0.57923 -0.77049 3.39008
O -3.20542 0.24223 2.70468
H 2.54421 -1.82727 2.22126
H 0.75444 1.96113 -3.06012
O 2.20216 -2.71433 2.32904
H 2.71355 3.30110 1.00037
H 0.01240 -0.70026 1.93172
O -2.18887 -3.90228 -1.53131
H -2.43151 -4.14984 -0.59641
H 0.99013 -1.41255 -3.73085
O 3.89912 -0.23731 1.20269
H 1.23439 3.24273 -3.98255
H 3.01219 -0.27252 1.64853
```